No. 1
ORCA calculation (wB97M-V/def2-TZVPD) on the ion C10H16NO3S with charge -1 at a distorted geometry.

Atoms and positions in Å:
C -0.535 2.107 -1.377
C -1.589 -0.448 1.248
C 1.669 -0.671 -0.828
C 2.709 -0.618 0.279
C 0.898 1.084 1.737
C -0.508 0.220 0.358
C 0.189 -0.873 -0.467
C 0.038 -2.244 0.324
C -0.572 -1.184 -1.794
C -1.948 2.095 0.497
N -0.879 1.474 -0.270
O -2.559 -0.682 0.518
O -0.997 3.169 -1.855
O -1.322 -0.798 2.404
S 2.534 0.952 1.291
H 0.146 1.588 -2.039
H 1.834 0.141 -1.550
H 1.940 -1.633 -1.311
H 2.577 -1.293 1.048
H 3.682 -0.673 -0.063
H 0.568 2.114 1.743
H 0.765 0.527 2.707
H 0.129 -1.995 1.348
H 0.847 -2.905 0.114
H -1.016 -2.825 0.260
H -0.499 -0.270 -2.351
H -1.589 -1.329 -1.657
H -0.054 -1.961 -2.252
H -2.234 3.118 0.015
H -2.733 1.445 0.444
H -1.492 2.369 1.479

Computed properties:
- Gap between HOMO and LUMO: 7.29 eV
- Total energy: -29096.216 eV
- Charge: -1
- Energy relative to the best compared isomer or geometry (same formula, charge and spin): 0.0 kJ/mol
- M: 230.31 g/mol

natural (NBO) population analysis, charges in e, atoms 1 to 8: 0.527 0.721 -0.411 -0.477 -0.645 0.240 -0.095 -0.635


No. 2
ORCA calculation (wB97M-V/def2-TZVPD) on a structure of composition C10H16NO7S2.

Atoms and positions in Å:
C -3.588 1.620 -1.131
C -2.460 0.593 -1.219
O -2.475 -0.032 -2.511
C -1.083 1.190 -1.048
O -1.114 2.075 0.073
S 0.297 2.274 0.795
O 0.051 3.261 1.797
O 1.254 2.622 -0.228
N 0.737 0.857 1.372
S -0.291 0.027 2.268
O -1.595 -0.166 1.666
O -0.316 0.403 3.660
C 0.499 -1.574 2.214
C -0.183 -2.659 2.751
C 0.404 -3.916 2.704
C 1.665 -4.089 2.140
C 2.349 -3.001 1.612
C 1.763 -1.738 1.655
H -4.381 1.266 -0.481
H -3.249 2.580 -0.759
H -4.019 1.762 -2.116
H -2.619 -0.170 -0.465
H -2.706 -0.953 -2.403
H -0.831 1.761 -1.938
H -0.368 0.388 -0.901
H -1.151 -2.502 3.195
H -0.131 -4.761 3.108
H 2.119 -5.066 2.091
H 3.321 -3.110 1.162
H 2.291 -0.891 1.256
C 2.874 2.206 -3.564
O 2.005 1.096 -3.392
H 3.313 2.134 -4.558
H 2.323 3.145 -3.479
H 3.671 2.192 -2.816
H 1.624 1.177 -2.509

Computed properties:
- Gap between HOMO and LUMO: 8.96 eV
- Total energy: -48123.463 eV
- Charge: -1
- M: 326.37 g/mol

natural (NBO) population analysis, charges in e, atoms 1 to 8: -0.639 0.065 -0.736 -0.091 -0.717 2.522 -0.952 -1.001


No. 3
ORCA calculation (wB97M-V/def2-TZVPD) on the ion C10H16NS with charge -1 at a distorted geometry.

Atoms and positions in Å:
C -0.508 0.090 -0.782
C 0.327 -0.750 0.076
C -1.327 1.097 -0.191
C 0.852 0.315 2.133
C -3.333 2.309 -1.219
C -1.100 2.582 -2.304
C 3.029 -1.595 0.932
C 0.944 -3.212 1.339
C -1.834 2.340 -0.957
C 1.593 -1.878 1.611
N 0.691 -0.772 1.316
S 1.848 0.250 3.538
H -0.254 -0.261 -1.755
H 0.717 -1.630 -0.461
H -3.956 2.009 -0.341
H -3.584 1.650 -2.139
H -3.699 3.268 -1.504
H -1.685 2.071 -3.081
H -0.085 2.307 -2.155
H -1.182 3.690 -2.506
H 2.972 -1.463 -0.102
H 3.858 -2.318 1.146
H 3.224 -0.589 1.182
H -0.198 -3.239 1.433
H 1.311 -4.103 1.957
H 1.274 -3.449 0.371
H -1.631 3.150 -0.255
H 1.736 -1.869 2.714

Computed properties:
- Gap between HOMO and LUMO (spin up / spin down): 5.60 / 5.70 eV
- Total energy: -22948.864 eV
- Charge: -1
- Energy relative to the best compared isomer or geometry (same formula, charge and spin): 159.1 kJ/mol
- M: 182.31 g/mol

natural (NBO) population analysis, charges in e, atoms 1 to 8: -0.514 0.217 0.004 -0.152 -0.586 -0.620 -0.633 -0.627


No. 4
ORCA calculation (wB97M-V/def2-TZVPD) on a cluster of 2 separate species, C10H16O in total at a distorted geometry.

Atoms and positions in Å:
C 0.202 -0.552 0.307
C 0.610 0.353 1.385
C -1.280 -0.369 -0.168
C -1.721 0.912 -0.724
C -2.242 -1.310 0.100
C -2.989 1.326 -0.877
C -3.623 -0.931 -0.333
C -3.931 0.289 -0.858
O -5.131 0.424 -1.404
H 0.865 -0.323 -0.507
H 0.480 -1.650 0.348
H 1.748 0.372 1.358
H -1.021 1.628 -1.081
H -2.087 -2.261 0.415
H -3.406 2.315 -1.067
H -4.422 -1.685 -0.188
H -5.248 1.134 -2.093
H 0.201 0.034 2.308
H 0.372 1.320 1.118
C 4.014 -0.638 -0.316
C 4.209 0.354 0.793
H 4.541 -1.547 -0.070
H 2.966 -0.849 -0.566
H 4.363 -0.192 -1.274
H 3.966 1.358 0.537
H 5.145 0.327 1.224
H 3.419 0.160 1.633

Computed properties:
- Gap between HOMO and LUMO: 9.00 eV
- Total energy: -12674.997 eV
- SMILES: CCc1ccc(O)cc1.CC
- Charge: 0
- Energy relative to the best compared isomer or geometry (same formula, charge and spin): 263.2 kJ/mol
- M: 152.24 g/mol

natural (NBO) population analysis, charges in e, atoms 1 to 8: -0.414 -0.598 -0.046 -0.191 -0.174 -0.271 -0.281 0.287


No. 5
ORCA calculation (wB97M-V/def2-TZVPD) on a cluster of 2 separate species, C10H16O in total at a distorted geometry.

Atoms and positions in Å:
C 0.563 -2.300 0.790
C 0.677 -3.019 2.131
C 0.512 -0.780 0.912
C 1.010 -0.071 2.003
C -0.373 -0.048 0.082
C 0.541 1.156 2.421
C -0.825 1.208 0.448
C -0.442 1.781 1.661
O -0.888 3.002 2.073
H 1.415 -2.557 0.146
H -0.319 -2.604 0.227
H 1.557 -2.597 2.617
H 1.756 -0.598 2.593
H -0.500 -0.441 -0.918
H 0.973 1.689 3.256
H -1.608 1.616 -0.182
H -0.969 3.641 1.396
H 0.911 -4.083 2.079
H -0.237 -2.888 2.707
C -1.187 0.783 -3.483
C 0.188 1.255 -3.234
H -1.634 0.227 -2.643
H -1.961 1.553 -3.521
H -1.167 0.032 -4.273
H 0.418 1.538 -2.187
H 0.585 1.993 -3.931
H 1.004 0.514 -3.170

Computed properties:
- Gap between HOMO and LUMO: 9.19 eV
- Total energy: -12675.872 eV
- SMILES: CCc1ccc(O)cc1.CC
- Charge: 0
- Energy relative to the best compared isomer or geometry (same formula, charge and spin): 178.7 kJ/mol
- M: 152.24 g/mol

natural (NBO) population analysis, charges in e, atoms 1 to 8: -0.419 -0.600 -0.032 -0.199 -0.182 -0.264 -0.301 0.301


No. 6
ORCA calculation (wB97M-V/def2-TZVPD) on a cluster of 2 separate species, C10H16O in total at a distorted geometry.

Atoms and positions in Å:
C 1.576 -2.164 1.924
C 1.918 -0.974 2.991
C 1.970 -1.693 0.412
H 2.039 -3.087 2.267
H 0.501 -2.222 1.985
H 1.387 -0.132 2.497
H 3.021 -1.809 0.208
H 2.908 -0.563 3.268
H 1.284 -1.001 3.833
H 1.569 -2.551 -0.245
H 1.569 -0.748 0.159
C -0.357 3.252 -1.720
C -1.993 -0.596 -0.847
C -0.608 -0.522 -1.222
C -2.707 0.550 -0.546
C -0.066 0.753 -1.527
C -2.178 1.881 -0.750
C -0.867 1.900 -1.368
O -2.744 -1.788 -0.836
H 0.036 -1.427 -1.434
H -2.080 -2.542 -1.214
H -3.783 0.546 -0.284
H 0.969 0.979 -1.964
H -2.800 2.774 -0.338
H -0.848 4.107 -1.273
H -0.353 3.646 -2.795
H 0.636 3.432 -1.180

Computed properties:
- Gap between HOMO and LUMO: 9.14 eV
- Total energy: -12674.621 eV
- SMILES: Cc1ccc(O)cc1.CCC
- Charge: 0
- Energy relative to the best compared isomer or geometry (same formula, charge and spin): 299.5 kJ/mol
- M: 152.24 g/mol

natural (NBO) population analysis, charges in e, atoms 1 to 8: -0.380 -0.635 -0.610 0.200 0.199 0.197 0.207 0.213